{"formula": "C56H47Cl3N5O3P2S2Y", "method": "the ωB97M-V functional and the def2-TZVPD basis", "species": ["C", "H", "C", "H", "H", "C", "H", "N", "H", "C", "C", "C", "H", "C", "H", "H", "C", "C", "H", "C", "C", "Cl", "Cl", "H", "Y", "O", "C", "C", "H", "H", "H", "N", "C", "H", "C", "C", "C", "P", "C", "C", "Cl", "H", "O", "H", "C", "H", "C", "H", "C", "S", "H", "C", "H", "H", "H", "H", "C", "H", "C", "H", "H", "C", "C", "C", "C", "H", "H", "C", "N", "H", "C", "C", "H", "H", "C", "O", "H", "H", "H", "N", "S", "H", "C", "H", "C", "H", "H", "C", "C", "C", "C", "H", "C", "C", "C", "C", "H", "H", "C", "H", "H", "N", "H", "C", "C", "H", "C", "C", "C", "C", "C", "C", "H", "H", "C", "P", "C", "C", "C"], "xyz": [[-4.1743, -0.5652, -0.9201], [1.8670, 3.8947, 2.3776], [0.5685, -3.7686, -6.0881], [-0.7693, -2.7947, 1.2384], [4.2975, -1.1157, -2.3989], [0.7704, -1.5656, 6.3067], [0.3334, 2.7386, -6.9300], [-0.9938, -0.6448, 1.1513], [3.9045, 4.2378, -5.1005], [1.9722, -0.8478, 4.3854], [1.8157, 3.3569, 1.4397], [-5.1042, 4.7647, -2.6866], [-4.3098, 3.0107, -5.4797], [0.8989, -2.4212, -6.0593], [2.1877, 2.9685, 4.2752], [-4.8991, -5.0746, -0.3395], [1.3381, 3.3433, -0.9178], [2.1510, 2.0122, 1.3900], [-5.5223, 5.0404, -4.7669], [-4.2154, -4.2739, -0.5933], [2.7660, 2.8573, -3.9280], [-0.4660, -1.3492, 7.5084], [3.4849, -4.3605, 5.4834], [3.1830, -3.7712, 2.0288], [-0.9547, -0.2716, -1.1660], [0.6989, 1.6169, 4.3988], [-5.9928, -2.5810, -0.1919], [-1.2688, 0.3373, 4.6050], [-0.1311, 1.3850, -4.9211], [2.4687, 1.5034, 2.2908], [2.1423, -0.1092, 3.6108], [2.3600, -0.3061, -2.4291], [2.4576, -2.8848, 0.2165], [3.9206, -0.1785, -3.8602], [4.3816, -4.4161, -1.0761], [2.7575, -1.9866, 4.4309], [2.5232, -2.9259, 5.4216], [1.2909, 1.0121, -2.4498], [1.1937, -2.5357, -3.6708], [4.2546, -4.4735, 0.3071], [2.4599, 1.2245, 8.0203], [1.3584, -3.4490, 7.1517], [-1.5314, 1.9693, -1.1478], [1.4880, -0.7580, -4.8463], [0.7569, 2.0063, -4.9602], [5.1301, -5.0152, -1.5768], [2.0850, 1.3269, 0.1830], [-6.6935, -3.3592, 0.0805], [-2.0729, -3.4700, -1.2528], [-3.0147, 1.8436, -0.9549], [2.3549, 4.1539, -7.0245], [1.6767, 1.9914, -0.9788], [0.2890, 4.7379, 5.3307], [-7.3681, -0.9935, 0.0944], [-1.2547, 1.3189, 1.9733], [0.3198, -5.5600, -4.9293], [-3.7588, -1.9265, -0.9054], [-5.7826, 0.7807, -0.5576], [-4.4880, 3.9720, -1.7298], [0.8906, -4.4843, -2.7963], [-3.2089, 1.5748, -3.7881], [0.9676, -0.6121, 5.3138], [2.5803, -2.8217, -1.1719], [0.1041, 0.6261, 5.2080], [3.5440, -3.5983, -1.8171], [-0.2647, 5.5780, 7.7505], [1.0044, 3.8612, -1.8081], [2.1505, 3.5631, -6.1417], [-3.1631, 0.3148, -1.3259], [2.3752, 0.2826, 0.1403], [-6.3613, -1.2702, -0.1879], [1.4178, 4.0227, 0.2859], [0.3323, -4.2494, -7.0276], [3.5553, -2.1448, 3.7185], [3.2917, -3.7103, 0.9541], [-3.4857, 2.2107, 0.3473], [-1.0400, -3.6588, -1.5246], [4.9034, -5.1226, 0.8798], [1.1659, 5.0739, 0.3262], [-2.4535, -2.2061, -1.2254], [0.9380, 3.6889, 8.7088], [-0.9960, -2.3862, 3.9409], [-1.1541, 0.2537, 2.1149], [-0.0759, 1.0206, 6.2150], [3.7812, -0.2361, -2.7795], [4.2307, 0.6419, -2.3153], [-1.8480, -0.2927, 5.2781], [-5.4565, -0.2512, -0.5586], [0.8663, -3.8923, -3.7054], [-4.6724, -2.9387, -0.5573], [1.5310, -2.7238, 6.3694], [1.6959, -2.2971, 0.7219], [1.2080, -1.8044, -4.8542], [-4.3490, 3.2787, -4.4328], [-2.9231, -4.5431, -0.9510], [1.7987, 2.2926, 5.0353], [-4.5378, 4.2177, -0.6785], [2.5827, 1.5760, 5.2952], [-0.8975, -1.8747, 1.7826], [-2.5453, -5.5541, -0.9983], [3.6339, -3.5690, -2.8961], [-1.1738, -0.3348, 3.3118], [-5.6446, 5.6497, -2.3803], [1.6105, 2.6369, 7.5379], [1.6313, 2.0451, -3.8766], [0.9278, -1.8492, -6.9772], [0.5559, -4.5043, -4.9085], [1.3682, 3.0399, 6.2589], [-5.0335, 4.4198, -4.0280], [1.0162, 2.7655, -6.0915], [0.5960, 4.2403, 6.2404], [-3.7275, 2.4771, -3.4914], [3.4382, 2.9129, -3.0801], [-1.7973, 1.2766, 4.4559], [3.0241, 3.6107, -5.0605], [1.4786, -1.7166, -2.0707], [0.2913, 4.6942, 7.4835], [-1.0147, -1.6913, 3.1197], [-3.8040, 2.8400, -2.1502]], "atomic_forces_ev_per_a": [[0.03, 0.02, -0.02], [0.00, 0.01, -0.05], [0.01, 0.05, 0.05], [-0.02, -0.01, -0.01], [-0.01, 0.01, -0.01], [0.02, -0.14, 0.02], [0.00, 0.00, 0.00], [0.20, 0.07, -0.18], [0.00, 0.01, -0.01], [0.07, -0.01, -0.13], [-0.03, 0.02, -0.03], [-0.02, 0.02, 0.01], [0.00, 0.01, 0.00], [-0.02, -0.05, -0.02], [-0.01, 0.02, 0.07], [0.00, 0.00, 0.00], [-0.01, -0.02, 0.03], [0.01, 0.05, -0.04], [0.00, 0.00, 0.00], [-0.02, 0.05, 0.00], [0.00, 0.03, -0.03], [0.02, 0.06, -0.05], [-0.01, -0.01, 0.00], [0.00, -0.01, 0.01], [-0.44, 0.27, 0.10], [0.04, 0.03, -0.06], [0.01, -0.12, 0.01], [0.03, -0.02, 0.02], [0.00, 0.00, 0.02], [0.01, 0.02, -0.06], [-0.03, -0.09, 0.06], [-0.25, 0.04, 0.12], [-0.04, 0.01, 0.00], [0.01, -0.01, 0.00], [0.00, 0.00, 0.01], [0.00, 0.00, -0.01], [-0.07, 0.05, 0.08], [0.03, -0.03, 0.00], [0.08, -0.11, 0.18], [-0.03, 0.02, -0.02], [0.02, 0.01, 0.02], [0.00, 0.00, 0.00], [0.01, -0.11, 0.06], [0.00, 0.02, -0.01], [-0.05, 0.00, -0.05], [0.00, 0.00, 0.00], [-0.05, 0.07, -0.01], [0.00, 0.01, 0.00], [-0.03, -0.07, 0.02], [0.02, -0.08, 0.33], [0.00, 0.01, 0.00], [0.10, -0.01, 0.08], [0.00, 0.00, 0.01], [0.01, 0.00, 0.00], [-0.03, 0.00, 0.01], [-0.01, 0.00, -0.01], [-0.03, 0.03, 0.01], [0.00, 0.00, 0.01], [0.01, -0.01, -0.04], [-0.01, 0.01, -0.01], [0.00, 0.00, 0.01], [-0.08, -0.02, 0.00], [-0.07, 0.02, 0.04], [0.00, 0.11, 0.09], [0.04, 0.00, 0.02], [0.00, 0.00, 0.01], [0.00, 0.01, -0.01], [0.01, -0.02, 0.04], [0.18, -0.20, -0.04], [0.02, -0.03, 0.00], [-0.07, 0.10, 0.01], [0.00, -0.02, 0.01], [0.00, 0.00, 0.00], [0.00, 0.03, -0.01], [0.03, -0.04, 0.02], [-0.03, 0.05, -0.01], [0.03, -0.01, 0.00], [0.00, 0.00, 0.01], [0.00, 0.00, 0.01], [0.13, 0.02, -0.06], [-0.02, -0.03, 0.03], [0.00, 0.01, 0.01], [0.10, 0.05, 0.01], [-0.04, -0.02, -0.03], [-0.01, 0.02, -0.01], [0.00, 0.01, 0.01], [0.00, 0.00, -0.04], [0.05, 0.02, -0.06], [-0.02, -0.03, -0.02], [-0.03, -0.03, -0.03], [0.05, -0.01, -0.03], [0.04, 0.00, 0.01], [0.02, 0.02, -0.03], [0.01, -0.03, 0.03], [0.06, 0.04, -0.02], [-0.07, -0.02, 0.16], [0.00, -0.01, 0.01], [-0.01, 0.01, -0.03], [-0.11, 0.04, 0.05], [0.00, 0.00, 0.00], [0.00, -0.01, 0.00], [-0.04, -0.16, 0.05], [0.00, 0.00, -0.01], [0.01, -0.01, 0.09], [0.10, -0.01, 0.04], [0.00, -0.01, -0.01], [-0.01, -0.01, -0.03], [0.00, 0.04, -0.21], [0.00, 0.00, -0.01], [0.01, 0.00, -0.01], [-0.01, 0.00, 0.01], [-0.05, 0.09, -0.02], [0.00, -0.01, 0.00], [-0.01, 0.02, 0.03], [-0.01, 0.00, -0.03], [0.15, -0.16, -0.39], [0.04, 0.00, -0.04], [0.04, 0.09, -0.01], [0.00, -0.02, -0.11]], "e_homo_ha": -0.452, "total_charge": 2, "relative_energy_kj_mol": 0.00, "e_tot_ha": -5559.4265}